110
Properties=species:S:1:pos:R:3:forces:R:3 method="wB97M-V/def2-TZVPD" orbital_gap_ha=0.1883 spin_multiplicity=1 total_charge=-2 de_lowest_kcal_mol=5.04
K -0.389141 0.365267 0.300364 0.075 -0.091 0.097
C 0.560263 -0.588392 -4.861382 -0.037 0.030 0.019
P -0.014228 -1.158056 -3.206040 0.123 0.022 0.009
C 1.574129 -1.016356 -2.291272 -0.018 -0.038 0.015
C -0.118171 -2.984993 -3.449747 0.028 0.042 -0.067
C 0.145668 -3.593906 -4.678583 -0.006 -0.011 0.001
C -0.007830 -4.960703 -4.854553 0.014 0.011 -0.022
C -0.428502 -5.751040 -3.796441 -0.010 -0.021 0.011
C -0.692062 -5.158323 -2.571776 -0.009 0.029 0.018
C -0.549940 -3.785809 -2.380178 -0.023 -0.054 0.046
P -0.904911 -3.005074 -0.736504 -0.032 -0.006 -0.004
C 0.116085 -4.075140 0.345754 0.040 0.021 0.023
C -2.574650 -3.689939 -0.381698 0.015 0.061 0.020
H 1.489335 -1.060388 -5.189609 0.002 -0.012 0.011
H 0.730802 0.486212 -4.775023 0.008 -0.002 0.015
H -0.216936 -0.741155 -5.612264 0.013 -0.002 -0.007
H 2.391156 -1.506486 -2.826292 -0.012 0.003 -0.027
H 1.500245 -1.452224 -1.292047 0.016 0.017 -0.011
H 1.809690 0.042890 -2.151354 -0.011 0.001 -0.009
H 0.478056 -2.997121 -5.517605 0.000 0.007 0.005
H 0.205917 -5.406240 -5.819306 -0.003 -0.004 0.002
H -0.548689 -6.820489 -3.922793 -0.002 0.000 0.003
H -1.020457 -5.777793 -1.744881 0.002 -0.010 -0.003
H -0.066733 -5.140581 0.190688 -0.017 0.003 -0.027
H -0.112085 -3.820229 1.381265 -0.006 -0.005 0.000
H 1.170252 -3.849077 0.179548 -0.006 -0.009 0.001
H -2.615862 -4.781481 -0.403724 0.015 -0.008 -0.004
H -3.297963 -3.287741 -1.093140 -0.004 -0.008 -0.001
H -2.863574 -3.329410 0.608226 -0.002 -0.005 -0.008
S -3.523051 1.215279 1.898092 -0.053 0.048 0.023
C -4.712541 0.081194 1.483178 0.108 -0.082 -0.068
N -4.605552 -1.223483 1.414724 -0.011 0.010 0.027
C -5.767481 -1.821165 0.984055 -0.050 -0.027 -0.002
C -5.950589 -3.198235 0.827279 0.030 0.049 0.018
C -7.167128 -3.680484 0.378308 -0.030 -0.009 -0.011
C -8.220136 -2.813091 0.081524 0.004 -0.013 -0.004
C -8.061138 -1.443855 0.235931 0.021 0.001 0.005
C -6.840597 -0.957010 0.684205 -0.004 0.007 -0.006
S -6.326222 0.671941 0.980757 -0.057 0.029 0.016
H -5.131173 -3.865638 1.059282 -0.011 -0.011 0.000
H -7.304682 -4.748192 0.254502 0.002 0.001 0.001
H -9.164851 -3.209037 -0.270627 0.000 0.000 0.000
H -8.875689 -0.766530 0.009253 0.001 0.006 0.003
Cl 2.275812 -3.918592 6.243312 0.007 0.008 0.001
C 2.063918 -3.144601 4.679356 -0.040 -0.009 0.029
C 3.095270 -3.156350 3.783544 0.002 -0.021 -0.031
C 2.955845 -2.558009 2.530682 0.033 -0.007 -0.024
I 4.519508 -2.673757 1.152330 -0.007 -0.003 -0.004
C 1.789152 -1.884668 2.104740 -0.022 0.004 -0.008
O 1.654940 -1.324488 0.991328 -0.074 0.024 -0.034
C 0.684895 -1.930929 3.079686 -0.039 0.033 -0.020
N -0.485202 -1.380186 2.671957 -0.002 -0.025 0.063
C -1.524604 -1.414729 3.473561 0.039 -0.056 0.013
C -1.474403 -1.987686 4.758847 -0.027 0.024 -0.034
C -0.307520 -2.545927 5.192787 -0.004 -0.008 0.020
C 0.822729 -2.547565 4.347192 0.069 -0.013 -0.008
H 4.025166 -3.643926 4.045289 0.004 0.009 0.006
H -2.439828 -0.972188 3.099380 -0.020 0.025 0.001
H -2.358490 -1.977781 5.383402 -0.006 0.001 -0.005
H -0.234062 -2.996958 6.173840 0.004 0.000 -0.002
C -4.118388 2.520496 -1.503860 -0.035 -0.046 -0.001
S -2.884125 1.529032 -2.346941 -0.033 -0.038 -0.134
C -3.372607 -0.064810 -1.688663 -0.048 -0.051 -0.023
O -1.576492 1.867079 -1.710455 0.062 -0.011 0.079
H -5.111881 2.225471 -1.844995 0.014 0.009 -0.018
H -3.917580 3.557432 -1.768538 -0.002 0.008 0.016
H -4.018191 2.363841 -0.427067 0.028 0.032 0.002
H -4.394461 -0.295178 -1.995899 -0.006 0.022 0.022
H -3.297511 -0.035096 -0.602115 -0.022 0.004 0.038
H -2.677014 -0.794718 -2.101896 -0.008 0.032 -0.001
C 0.516942 4.862007 -2.090627 0.001 -0.016 0.003
Si 1.268517 4.650897 -0.361499 0.018 0.047 0.007
C -0.185562 4.916729 0.830965 0.020 -0.017 0.009
C 2.376753 6.185556 -0.132210 0.001 0.002 -0.001
Si 2.182585 2.521625 -0.125275 -0.101 0.040 -0.067
Si 4.272439 2.843754 -1.065803 0.091 -0.006 -0.012
C 5.167374 1.180027 -1.247687 -0.036 0.004 -0.020
C 5.531852 3.985627 -0.208475 -0.019 0.011 -0.016
C 4.143861 3.536167 -2.832694 0.015 -0.004 -0.008
Si 2.747396 2.524372 2.134366 0.036 -0.003 0.005
C 4.118562 1.268505 2.487386 -0.031 0.000 0.018
C 1.265986 1.954501 3.168598 -0.009 -0.050 0.052
C 3.307685 4.150683 2.952890 -0.039 0.000 -0.012
H 0.025092 5.835740 -2.196465 0.001 0.002 -0.003
H -0.220170 4.072302 -2.256911 -0.002 0.001 -0.010
H 1.281396 4.776976 -2.868001 -0.005 0.000 0.001
H -0.673375 5.879446 0.642872 0.002 0.005 0.007
H 0.141104 4.900559 1.874471 0.001 0.005 -0.004
H -0.935320 4.130119 0.707742 0.007 -0.010 -0.012
H 1.797736 7.108336 -0.255190 -0.005 -0.001 0.002
H 3.183834 6.194678 -0.870516 -0.008 -0.003 -0.002
H 2.836909 6.196975 0.858712 -0.002 0.001 -0.008
H 5.256711 0.676816 -0.282003 0.012 0.000 0.009
H 6.169786 1.292871 -1.675477 -0.001 0.010 -0.003
H 4.586758 0.515313 -1.894289 0.019 0.007 0.002
H 5.788770 3.609086 0.784110 0.007 -0.020 0.021
H 5.126966 4.992947 -0.083180 0.008 -0.010 -0.008
H 6.454975 4.052517 -0.795780 0.007 0.007 0.005
H 3.465377 2.926497 -3.435398 0.004 0.000 0.000
H 5.125469 3.544536 -3.319409 -0.006 0.005 -0.011
H 3.755333 4.558152 -2.832434 0.004 0.001 0.009
H 3.847188 0.295970 2.068468 -0.010 0.011 0.007
H 4.276838 1.144490 3.564003 -0.001 -0.002 0.003
H 5.068041 1.567871 2.036838 0.024 0.017 -0.006
H 1.007285 0.918031 2.928820 0.014 0.034 -0.003
H 0.379172 2.570467 2.993444 0.002 0.011 -0.007
H 1.494309 1.991323 4.239693 -0.016 0.001 -0.002
H 4.178764 4.571790 2.446208 0.011 0.002 -0.008
H 3.564621 3.986398 4.005520 0.000 -0.006 -0.001
H 2.508133 4.896217 2.913324 0.012 0.000 0.006